1.
{
  "formula": "C3H9NO3P",
  "method": "ωB97M-V/def2-TZVPD",
  "elements": ["C", "C", "C", "N", "P", "O", "O", "O", "H", "H", "H", "H", "H", "H", "H", "H", "H"],
  "positions_angstrom": [[-0.521, 0.177, 1.648], [-0.035, 0.655, 0.323], [-1.443, 0.301, -0.706], [-1.424, -1.014, -1.274], [1.416, -0.252, -0.383], [1.739, -1.534, 0.226], [1.354, -0.199, -1.882], [2.574, 0.889, -0.069], [0.240, 0.683, 2.390], [-0.304, -0.892, 1.745], [-1.580, 0.353, 1.808], [0.316, 1.669, 0.342], [-1.484, 1.022, -1.687], [-2.231, 0.440, -0.041], [-0.462, -1.000, -1.730], [-1.519, -1.672, -0.452], [3.362, 0.373, -0.260]],
  "forces_ev_per_angstrom": [[2.907, 0.330, 1.840], [-2.274, -1.780, -2.725], [3.642, 2.653, -2.536], [0.693, -0.574, 0.990], [-0.315, 2.335, -2.089], [0.263, -1.761, 1.670], [-0.882, -0.252, -0.373], [0.099, -0.199, 0.909], [-2.023, -0.934, -0.570], [-0.246, -0.009, 0.051], [0.029, 0.401, 0.524], [-0.463, 0.786, -0.237], [0.092, -1.172, 2.741], [-1.659, 0.459, 0.781], [-1.160, -0.997, 0.551], [0.793, 0.496, -1.554], [0.505, 0.217, 0.027]],
  "smiles": "C[C@H](CN)[P@@](=O)([O-])O",
  "de_lowest_kj_mol": 100.4,
  "homo_lumo_gap_ev": 8.7,
  "charge": -1,
  "e_tot_ha": -741.6533
}



2.
{
  "formula": "C8H12N4O2",
  "method": "ωB97M-V/def2-TZVPD",
  "elements": ["C", "N", "N", "O", "C", "N", "C", "C", "C", "C", "O", "C", "C", "N", "H", "H", "H", "H", "H", "H", "H", "H", "H", "H", "H", "H"],
  "positions_angstrom": [[2.306, -1.741, -0.095], [1.162, -0.882, -0.472], [1.083, -0.309, -1.609], [2.267, -0.439, -2.287], [0.108, -0.874, 0.412], [-0.121, -1.952, 1.140], [-1.045, -1.924, 2.129], [-1.441, -0.761, 2.683], [-0.931, 0.475, 2.024], [-0.899, 0.260, 0.562], [-0.490, 1.444, -0.141], [-1.386, 2.048, -1.088], [-0.626, 2.206, -2.248], [0.111, 2.585, -3.038], [2.531, -1.594, 1.024], [1.795, -2.840, -0.154], [3.137, -1.690, -0.815], [2.210, -0.066, -3.213], [-1.303, -2.813, 2.553], [-1.903, -0.602, 3.544], [-1.602, 1.291, 2.359], [0.077, 0.716, 2.372], [-1.848, -0.050, 0.161], [-1.658, 3.042, -0.829], [-2.352, 1.387, -1.386], [0.818, 3.083, -3.589]],
  "forces_ev_per_angstrom": [[-0.738, -2.998, 1.289], [2.185, -0.259, -2.529], [1.084, -0.250, 0.249], [-1.030, 0.188, 0.178], [-3.259, -1.542, 2.296], [2.043, 1.993, -2.418], [-0.692, 2.090, 0.433], [2.960, -0.210, -3.989], [-1.147, 0.985, 1.203], [0.824, 0.558, -1.222], [-0.468, 0.759, -0.463], [-2.264, -4.090, 1.357], [2.564, 1.557, -2.649], [-0.262, -0.175, 0.339], [-0.119, 0.002, -2.028], [1.391, 2.432, 0.160], [-0.463, 0.212, 0.757], [-0.606, -0.338, 1.300], [-0.589, -2.499, 0.875], [-2.169, -0.092, 3.680], [0.446, -0.097, -0.610], [0.153, 0.056, 0.212], [-0.633, -0.431, -0.049], [-0.634, 0.987, 0.657], [1.927, 1.528, 0.955], [-0.503, -0.366, 0.018]],
  "smiles": "C/[N+](=N\\O)C1=NC=CC[C@H]1OCC#[NH+]",
  "de_lowest_kj_mol": 370.2,
  "homo_lumo_gap_ev": [7.0, 7.0],
  "charge": 2,
  "e_tot_ha": -680.6800
}



3.
{
  "formula": "C4H11N3",
  "method": "ωB97M-V/def2-TZVPD",
  "elements": ["C", "N", "C", "C", "N", "C", "N", "H", "H", "H", "H", "H", "H", "H", "H", "H", "H", "H"],
  "positions_angstrom": [[1.638, 1.841, -0.584], [0.556, 1.513, 0.293], [-0.005, 0.405, 0.529], [-0.748, 0.318, 1.839], [-0.092, -0.702, -0.293], [-1.012, -1.788, -0.023], [0.267, -0.481, -1.697], [1.600, 2.921, -0.747], [2.592, 1.615, -0.098], [1.607, 1.323, -1.544], [-1.811, 0.153, 1.676], [-0.356, -0.489, 2.456], [-0.606, 1.257, 2.366], [-0.728, -2.639, -0.647], [-2.055, -1.529, -0.253], [-0.947, -2.100, 1.016], [0.661, -1.356, -2.037], [-0.561, -0.262, -2.252]],
  "forces_ev_per_angstrom": [[-0.304, 0.063, -0.854], [0.596, 0.201, 1.214], [-0.374, 0.769, -0.344], [-0.217, -0.100, -0.086], [0.747, -0.220, -1.596], [-0.029, -0.045, -0.281], [-0.428, -0.613, 1.445], [0.174, -0.081, -0.065], [-0.074, -0.014, 0.062], [0.201, 0.164, -0.003], [-0.146, -0.113, 0.126], [-0.023, -0.123, 0.059], [0.018, -0.032, -0.098], [-0.043, 0.049, 0.093], [0.025, -0.026, 0.006], [-0.006, 0.024, -0.014], [-0.102, 0.211, 0.056], [-0.017, -0.116, 0.281]],
  "smiles": "C/N=C(/C)N(C)N",
  "de_lowest_kj_mol": 261.8,
  "homo_lumo_gap_ev": 8.8,
  "charge": 0,
  "e_tot_ha": -323.2068
}



4.
{
  "formula": "C3H5P",
  "method": "ωB97M-V/def2-TZVPD",
  "elements": ["C", "C", "C", "P", "H", "H", "H", "H", "H"],
  "positions_angstrom": [[-1.714, -1.237, -0.523], [-1.486, -0.117, -0.059], [1.790, 0.022, 0.402], [-1.033, 1.332, 0.774], [-1.806, -2.209, -0.963], [1.540, 0.631, -0.420], [1.274, -0.882, 0.429], [2.572, 0.422, 0.879], [-1.136, 2.038, -0.520]],
  "forces_ev_per_angstrom": [[0.567, 1.804, 0.653], [-0.457, -2.617, -0.565], [-2.449, 0.603, -2.054], [0.081, 0.442, -1.151], [-0.154, 0.246, 0.094], [-0.386, 0.442, -1.156], [-0.256, -1.396, 0.661], [2.763, 0.580, 2.469], [0.290, -0.104, 1.049]],
  "de_lowest_kj_mol": 334.3,
  "homo_lumo_gap_ev": [7.5, 8.4],
  "charge": 0,
  "e_tot_ha": -458.4542
}



5.
{
  "formula": "C21H31BrFINO3P",
  "method": "ωB97M-V/def2-TZVPD",
  "elements": ["C", "C", "C", "Br", "C", "C", "C", "C", "C", "C", "C", "C", "C", "O", "C", "O", "C", "C", "C", "C", "O", "P", "N", "C", "F", "C", "C", "C", "I", "H", "H", "H", "H", "H", "H", "H", "H", "H", "H", "H", "H", "H", "H", "H", "H", "H", "H", "H", "H", "H", "H", "H", "H", "H", "H", "H", "H", "H", "H", "H"],
  "positions_angstrom": [[-3.190, 0.324, 2.724], [-1.864, 1.083, 2.791], [-0.587, 0.312, 2.417], [-0.652, -1.479, 3.232], [-0.269, 0.269, 0.906], [0.517, -0.933, 0.415], [-0.218, -2.219, 0.093], [-1.598, -2.376, 0.056], [-2.174, -3.612, -0.240], [-1.372, -4.716, -0.507], [0.015, -4.577, -0.481], [0.885, -5.784, -0.731], [0.576, -3.333, -0.188], [-1.493, 0.529, 0.181], [-1.476, 1.715, -0.456], [-2.449, 2.327, -0.703], [-0.012, 1.997, -0.768], [0.263, 1.033, -1.985], [-0.483, 1.414, -3.265], [-0.614, 0.172, -4.143], [-1.511, -0.756, -3.573], [0.439, 3.677, -1.367], [0.908, 4.739, -0.320], [0.569, 1.557, 0.566], [0.147, 2.565, 1.454], [2.083, 1.571, 0.675], [2.643, 1.427, 2.088], [3.934, 2.240, 2.173], [5.139, 1.703, 3.838], [-3.985, 1.036, 2.515], [-3.213, -0.415, 1.933], [-3.408, -0.150, 3.672], [-1.923, 2.010, 2.238], [-1.718, 1.364, 3.832], [0.223, 0.777, 2.950], [1.114, -0.692, -0.454], [1.230, -1.152, 1.208], [-2.254, -1.548, 0.267], [-3.247, -3.706, -0.257], [-1.831, -5.669, -0.717], [0.313, -6.574, -1.202], [1.770, -5.530, -1.303], [1.204, -6.172, 0.235], [1.656, -3.253, -0.179], [-0.013, 0.014, -1.753], [1.328, 1.103, -2.204], [-0.010, 2.220, -3.820], [-1.500, 1.739, -3.051], [0.357, -0.314, -4.206], [-0.932, 0.449, -5.146], [-2.411, -0.494, -3.781], [-0.666, 4.040, -2.155], [1.488, 3.380, -2.259], [0.318, 5.560, -0.300], [2.560, 0.861, 0.007], [2.384, 2.556, 0.318], [1.971, 1.838, 2.832], [2.860, 0.394, 2.348], [4.502, 2.174, 1.253], [3.676, 3.285, 2.293]],
  "forces_ev_per_angstrom": [[0.033, 0.390, -0.262], [0.020, -0.502, 0.550], [-0.766, -0.299, -0.037], [0.043, 0.106, 0.166], [0.650, 1.089, -0.095], [-0.392, -0.644, 0.244], [0.037, -0.390, -0.095], [-0.265, -0.205, -0.049], [0.646, 0.074, 0.000], [0.000, 0.722, 0.228], [-0.065, -0.036, -0.157], [-0.197, 0.316, 0.587], [-0.453, -0.332, -0.137], [-0.370, -0.601, 0.483], [1.384, -0.195, 0.344], [-1.300, 0.756, -0.638], [-0.388, -0.762, -1.204], [0.275, 0.907, -0.027], [-0.388, -0.315, -0.043], [0.042, 0.405, 0.049], [0.072, -0.335, 0.094], [0.109, 1.051, 1.070], [-0.100, -0.162, -0.384], [0.334, 0.360, 0.148], [-0.067, -0.045, 0.093], [-0.039, 0.004, 0.035], [0.609, 0.045, 0.075], [-0.485, 0.173, -0.154], [0.051, 0.009, -0.072], [-0.149, 0.038, 0.025], [0.020, -0.171, -0.081], [-0.041, -0.253, 0.086], [0.117, 0.064, -0.244], [0.039, 0.211, 0.122], [0.378, -0.019, -0.073], [0.115, 0.179, -0.051], [0.136, -0.035, 0.114], [0.015, 0.065, -0.013], [-0.180, 0.003, 0.009], [0.025, -0.192, -0.093], [0.033, -0.103, -0.307], [0.096, -0.084, -0.192], [0.207, -0.110, 0.061], [0.111, 0.105, 0.050], [-0.053, -0.070, 0.061], [0.203, -0.361, 0.048], [0.209, 0.078, -0.045], [-0.116, 0.153, 0.128], [0.064, -0.211, -0.137], [0.037, 0.034, -0.209], [-0.057, 0.049, 0.041], [0.047, -0.292, -0.243], [-0.231, -0.349, -0.162], [0.021, 0.042, 0.237], [-0.049, -0.234, -0.110], [-0.100, 0.220, -0.074], [-0.223, -0.049, 0.094], [-0.188, -0.202, -0.033], [0.402, -0.284, 0.053], [0.082, 0.190, 0.125]],
  "smiles": "CC[C@@H](Br)[C@@]1(Cc2cccc(C)c2)OC(=O)[C@@](CCCO)([PH2]=N)[C@]1(F)CCCI",
  "homo_lumo_gap_ev": 9.2,
  "charge": 0,
  "e_tot_ha": -4412.1700
}



6.
{
  "formula": "C7H8O",
  "method": "ωB97M-V/def2-TZVPD",
  "elements": ["O", "C", "C", "C", "C", "C", "C", "C", "H", "H", "H", "H", "H", "H", "H", "H"],
  "positions_angstrom": [[2.989, -0.524, 0.159], [2.085, 0.381, -0.266], [0.532, 0.010, -0.176], [-0.133, 1.139, 0.086], [-1.581, 0.838, 0.111], [-1.693, -0.425, -1.018], [-0.605, -1.085, -0.058], [-1.420, -0.348, 1.160], [2.362, 1.582, -0.414], [0.032, 2.296, 0.087], [-2.353, 1.665, -0.155], [-1.193, -0.376, -1.985], [-2.588, -0.900, -0.980], [-0.356, -2.121, -0.027], [-0.529, -0.266, 2.048], [-2.398, -0.750, 1.121]],
  "forces_ev_per_angstrom": [[-4.739, 5.624, -3.043], [2.881, -4.969, 3.594], [2.800, 2.288, 0.068], [-1.015, 3.722, -2.142], [-0.531, -1.678, -2.088], [4.855, 1.640, 1.675], [-0.787, 3.031, 0.756], [3.078, -0.314, -0.288], [-0.742, -3.224, 0.132], [0.918, -2.477, -0.002], [1.250, -1.353, 1.698], [-0.845, 0.754, -0.364], [-2.771, -1.370, -0.097], [0.161, -0.573, -0.055], [-3.652, 0.101, -1.679], [-0.864, -1.201, 1.834]],
  "smiles": "O=CC1=C[C@H]2C[C@@H]1C2",
  "de_lowest_kj_mol": 618.3,
  "homo_lumo_gap_ev": 9.3,
  "charge": 0,
  "e_tot_ha": -346.5400
}